No. 1
DFT (ωB97M-V with the def2-TZVPD basis set) results for a molecular structure, C22H26N3O2P2Pr at a distorted geometry.

Last column: Löwdin charge in e.
Atoms and positions in Å:
Pr 0.13918 -0.14813 -0.14891  1.373
O -1.15721 2.29517 6.74346  0.035
C -0.86716 3.10825 5.89884  -0.687
O -0.69478 4.29426 5.76288  0.038
C -0.63023 2.33887 4.44798  -0.014
C -0.20564 3.04917 3.34512  0.080
C -0.09030 2.37559 2.12661  -0.185
N -0.26254 1.04097 2.03636  -0.019
C -0.60939 0.34022 3.13752  -0.179
C -0.86132 0.98169 4.35373  0.081
C -0.75812 -1.13044 3.01373  -0.175
C -0.97928 -1.92809 4.14188  0.047
C -1.19268 -3.28832 3.99906  0.015
C -1.15381 -3.83202 2.72436  -0.008
C -0.88062 -2.99116 1.66133  -0.130
N -0.68944 -1.67053 1.77491  -0.037
C 0.27746 3.12400 0.90281  -0.182
C 0.17669 4.51818 0.86646  0.042
C 0.64602 5.22217 -0.22862  0.014
C 1.19367 4.50471 -1.28123  -0.011
C 1.20104 3.12416 -1.20366  -0.139
N 0.75536 2.42206 -0.15287  -0.020
H 0.02450 4.09596 3.46747  0.126
H -1.22958 0.47745 5.23241  0.121
H -0.97896 -1.49730 5.12850  0.128
H -1.38665 -3.90809 4.86069  0.135
H -1.32382 -4.88420 2.56213  0.125
H -0.82667 -3.40275 0.65930  0.051
H -0.26714 5.05975 1.68568  0.131
H 0.59912 6.29988 -0.25866  0.135
H 1.60114 5.00470 -2.14682  0.126
H 1.61446 2.55690 -2.02868  0.067
C 0.76459 -4.46537 -1.42493  -0.224
P 0.21675 -2.74010 -1.70129  0.771
C -1.61049 -2.87414 -1.95235  -0.230
C 0.68008 -2.56354 -3.48907  -0.395
C 0.16158 -1.26959 -4.11994  -0.389
P 0.45776 0.21541 -3.05951  0.759
C -0.08242 1.54376 -4.19616  -0.221
C 2.30118 0.21133 -3.16294  -0.224
H 0.33994 -5.11786 -2.18775  0.069
H 0.47226 -4.83229 -0.44315  0.042
H 1.85188 -4.50881 -1.48354  0.063
H -1.82233 -3.58924 -2.74924  0.075
H -2.00012 -1.89041 -2.24065  0.046
H -2.12391 -3.19595 -1.04785  0.047
H 0.26458 -3.42894 -4.01954  0.104
H 1.76932 -2.63075 -3.56690  0.088
H -0.91098 -1.34405 -4.31988  0.090
H 0.66396 -1.09278 -5.07767  0.107
H 0.51366 1.52356 -5.10855  0.070
H 0.00406 2.52442 -3.73118  0.037
H -1.13077 1.39051 -4.45468  0.064
H 2.61321 0.27246 -4.20730  0.078
H 2.67111 -0.72418 -2.73165  0.046
H 2.75180 1.03345 -2.60806  0.040

Force components x, y, z for each atom (eV/Å):
Pr -0.075 0.931 2.088
O -0.426 -0.710 1.290
C 0.308 -1.059 -1.875
O 0.188 1.579 0.195
C -0.153 0.508 1.022
C 0.037 -0.707 -0.980
C 0.012 0.778 0.715
N 0.197 -0.631 -1.186
C -0.360 0.200 1.026
C 0.273 -0.469 -1.161
C -0.076 0.057 0.255
C 0.056 0.017 -0.275
C 0.061 0.286 -0.200
C 0.081 0.170 -0.226
C -0.150 -0.632 -0.036
N 0.152 0.448 -0.250
C 0.042 0.136 0.074
C 0.029 -0.131 -0.082
C 0.017 -0.364 0.041
C 0.001 -0.227 -0.008
C 0.227 0.277 -0.409
N -0.310 -0.446 0.164
H -0.086 0.121 0.108
H 0.035 0.011 0.190
H -0.023 0.122 0.031
H 0.002 -0.032 0.090
H 0.013 -0.077 -0.087
H -0.026 0.042 0.176
H -0.013 -0.076 0.126
H -0.045 0.081 0.035
H 0.017 -0.041 -0.068
H -0.056 0.066 0.097
C 0.029 0.208 0.314
P -0.243 -0.761 -1.148
C 0.231 0.210 0.330
C 0.140 0.141 0.149
C -0.111 -0.063 0.202
P 0.295 -0.198 -1.434
C -0.045 0.087 0.320
C -0.191 0.080 0.395
H -0.034 0.066 -0.024
H -0.008 -0.018 0.021
H 0.020 0.007 -0.023
H 0.001 0.064 0.008
H -0.112 -0.156 -0.037
H -0.067 0.002 -0.010
H 0.111 0.097 0.122
H -0.095 -0.015 -0.013
H 0.075 0.049 -0.019
H -0.130 0.022 0.093
H 0.020 -0.053 0.021
H 0.010 0.008 -0.034
H 0.004 -0.034 0.015
H -0.014 -0.027 0.052
H 0.074 0.080 -0.099
H 0.093 -0.020 -0.083

Summary:
spin multiplicity	3
total charge	+2
HOMO level (spin up / spin down)	-12.07 / -12.07	eV
DFT total energy	-64433.57771	eV
<S²>	2.003


No. 2
DFT (ωB97M-V with the def2-TZVPD basis set) results for C22H26N4O3 in the gas phase at a distorted geometry.

Last column: Löwdin charge in e.
Atoms and positions in Å:
C -0.51150 -3.82597 -1.30298  -0.090
C -1.39017 -4.14756 -0.09119  -0.205
C -1.61884 -2.90182 0.70701  -0.224
C -0.74416 -2.50022 1.71084  -0.026
C -0.94184 -1.28715 2.34896  -0.027
C -2.01683 -0.50020 1.95504  -0.262
C -2.27181 0.86937 2.53932  -0.109
N -3.07660 1.65393 1.63110  0.069
C -2.50478 2.56047 0.80421  -0.514
O -1.39320 3.01133 0.98356  0.059
C -3.40666 3.02874 -0.33560  -0.087
C -3.92868 1.87919 -1.20477  -0.095
C -2.84354 0.93771 -1.58403  -0.346
N -2.96240 -0.24196 -2.09737  0.095
N -1.71181 -0.73797 -2.24012  0.098
C -0.89292 0.16508 -1.81154  -0.332
C 0.57969 0.10336 -1.70567  -0.073
C 1.00266 0.27374 -0.23458  -0.130
C 2.49747 0.24404 -0.10775  -0.240
C 3.23651 1.41593 -0.10654  -0.029
C 4.61877 1.39706 -0.01971  -0.018
C 5.29042 0.18351 0.06486  -0.280
O 6.64346 0.04067 0.15571  -0.088
C 7.44068 1.19888 0.16878  -0.094
C 4.55266 -1.00124 0.06278  0.000
C 3.17810 -0.96611 -0.02344  -0.033
O -1.55102 1.26445 -1.38637  0.136
N -2.87563 -0.89357 1.02219  0.124
C -2.68371 -2.05394 0.42270  -0.095
H -0.38637 -4.70922 -1.92436  0.071
H -0.96768 -3.03500 -1.89517  0.048
H 0.47145 -3.49012 -0.97812  0.063
H -0.90381 -4.90524 0.52763  0.110
H -2.34673 -4.54249 -0.43688  0.111
H 0.09529 -3.12626 1.98135  0.120
H -0.26863 -0.94529 3.12049  0.118
H -2.79114 0.77822 3.50040  0.128
H -1.32943 1.40029 2.69486  0.125
H -3.91036 1.17608 1.32201  0.121
H -2.81482 3.71598 -0.94218  0.125
H -4.25040 3.57967 0.08421  0.124
H -4.37760 2.28446 -2.11619  0.126
H -4.70472 1.30070 -0.69952  0.120
H 1.01903 0.90792 -2.30026  0.133
H 0.91705 -0.85484 -2.09955  0.125
H 0.60904 1.22196 0.13789  0.115
H 0.56280 -0.53682 0.34980  0.096
H 2.72594 2.36620 -0.16656  0.119
H 5.15576 2.33257 -0.01722  0.102
H 7.32662 1.77702 -0.75419  0.095
H 7.20977 1.83722 1.02803  0.095
H 8.46870 0.84860 0.24788  0.092
H 5.08586 -1.93636 0.13123  0.117
H 2.62026 -1.89165 -0.02154  0.108
H -3.40929 -2.30571 -0.33902  0.116

Force components x, y, z for each atom (eV/Å):
C -0.168 -0.177 0.015
C 0.147 0.098 -0.147
C -0.042 -0.016 0.224
C -0.191 0.077 -0.027
C -0.178 -0.018 -0.059
C 0.202 -0.094 0.038
C 0.047 0.118 0.133
N -0.213 -0.200 0.361
C -0.387 0.427 -0.031
O 0.311 0.121 0.002
C 0.159 -0.003 -0.065
C 0.094 0.206 0.033
C -0.373 -0.649 -0.383
N -1.183 0.764 0.204
N 1.242 -0.224 -0.134
C -0.086 -0.570 -0.379
C -0.114 0.280 0.321
C 0.148 -0.040 -0.227
C -0.119 0.139 0.099
C -0.124 -0.194 0.012
C 0.398 0.036 0.002
C -0.128 -0.071 -0.003
O -0.232 -0.237 -0.003
C 0.115 0.183 0.001
C 0.222 0.065 -0.006
C 0.098 0.117 0.008
O 0.086 0.170 0.018
N -0.163 0.266 0.137
C 0.170 -0.317 -0.003
H 0.085 -0.075 -0.107
H 0.037 0.011 -0.061
H 0.146 0.058 0.018
H -0.113 -0.035 0.006
H -0.004 -0.075 0.061
H 0.083 -0.076 0.015
H 0.091 0.056 0.071
H 0.120 0.026 -0.062
H -0.153 -0.063 0.052
H 0.107 0.101 -0.127
H -0.034 -0.032 0.127
H 0.028 0.022 -0.023
H -0.028 -0.028 0.098
H 0.030 -0.005 -0.055
H 0.064 -0.064 -0.048
H -0.048 0.039 -0.051
H -0.050 -0.045 0.065
H -0.034 0.090 -0.014
H -0.069 0.114 0.006
H 0.085 0.061 0.006
H -0.006 -0.012 0.044
H 0.001 -0.015 -0.044
H -0.056 0.077 -0.006
H 0.066 -0.118 0.012
H -0.075 -0.136 0.008
H -0.013 -0.132 -0.128

Summary:
energy above the lowest of the compared OMol25 structures with the same formula, charge and spin	240.02	kJ/mol
spin multiplicity	1
HOMO level	-8.35	eV
SMILES	CCc1ccc(CNC(=O)CCc2nnc(CCc3ccc(OC)cc3)o2)nc1
DFT total energy	-35339.31230	eV


No. 3
DFT (ωB97M-V with the def2-TZVPD basis set) results for C22H26N4O3 in the gas phase at a distorted geometry.

Last column: Löwdin charge in e.
Atoms and positions in Å:
C -2.91842 -1.87645 2.02304  -0.076
O -2.89416 -0.56038 1.53427  -0.099
C -3.62911 -0.24863 0.42650  -0.230
C -4.36913 -1.16794 -0.30600  -0.019
C -5.07554 -0.75963 -1.42536  -0.087
C -5.05370 0.56312 -1.82157  -0.092
C -4.31951 1.48055 -1.08819  -0.036
C -3.60663 1.09910 0.03505  -0.164
C -2.78833 2.09679 0.80436  -0.112
C -1.34939 2.17245 0.25616  -0.089
C -0.65802 0.88085 0.44356  -0.351
N 0.01540 0.48311 1.47025  0.128
N 0.41637 -0.78211 1.21444  0.114
C -0.02559 -1.09310 0.04014  -0.334
C 0.17141 -2.37035 -0.69022  -0.082
C 1.52772 -2.98672 -0.32477  -0.080
C 2.58616 -1.98107 -0.75994  -0.459
O 2.67808 -1.68713 -1.94225  0.043
N 3.36534 -1.41077 0.18148  -0.073
C 3.33903 -1.77311 1.58230  -0.057
C 4.12553 -0.22497 -0.19612  -0.085
C 3.29765 1.02654 0.00354  -0.140
C 3.05376 1.48804 1.29190  -0.026
C 2.23510 2.58817 1.47942  -0.159
N 1.67239 3.24195 0.47891  0.056
C 1.92120 2.81694 -0.74643  -0.118
C 2.72091 1.72280 -1.06422  -0.197
C 2.94199 1.35326 -2.49611  -0.038
O -0.71646 -0.07586 -0.51288  0.156
H -2.54349 -2.59265 1.28384  0.085
H -3.92640 -2.17070 2.33395  0.099
H -2.25416 -1.87684 2.88599  0.099
H -4.40221 -2.20613 -0.01402  0.102
H -5.64482 -1.48703 -1.98491  0.102
H -5.60467 0.88108 -2.69342  0.099
H -4.30091 2.51819 -1.38958  0.116
H -2.74585 1.80999 1.85517  0.123
H -3.23886 3.08661 0.71990  0.119
H -1.37521 2.40272 -0.81008  0.130
H -0.78551 2.94159 0.78379  0.108
H -0.63771 -3.06384 -0.44384  0.119
H 0.13244 -2.16099 -1.76118  0.130
H 1.66690 -3.90521 -0.89688  0.128
H 1.55128 -3.20326 0.73748  0.098
H 4.19383 -1.31429 2.07497  0.086
H 3.43414 -2.85376 1.69408  0.091
H 2.41837 -1.43077 2.06202  0.069
H 5.02885 -0.17924 0.41753  0.131
H 4.40891 -0.33631 -1.24318  0.118
H 3.48890 0.99425 2.14576  0.106
H 2.01481 2.95982 2.47013  0.106
H 1.44688 3.38714 -1.53664  0.114
H 3.98008 1.53388 -2.77651  0.090
H 2.72583 0.29933 -2.66248  0.058
H 2.30457 1.95098 -3.14316  0.078

Force components x, y, z for each atom (eV/Å):
C 0.015 -0.243 0.130
O -0.103 0.353 -0.271
C -0.162 0.102 -0.101
C 0.153 -0.170 0.258
C -0.038 0.082 -0.095
C -0.088 -0.054 -0.149
C 0.033 -0.121 0.106
C -0.033 -0.058 0.235
C 0.103 -0.024 -0.127
C -0.271 -0.037 0.107
C 0.445 0.108 0.336
N -0.512 1.199 0.126
N 0.103 -1.180 -0.480
C 0.053 -0.009 0.403
C -0.084 -0.035 -0.148
C -0.064 0.202 -0.178
C 0.060 -0.431 0.148
O -0.186 -0.016 -0.274
N 0.352 0.109 0.009
C -0.157 -0.151 0.335
C 0.027 0.090 -0.274
C -0.032 0.152 0.100
C 0.018 0.121 -0.212
C 0.201 -0.094 0.169
N -0.166 0.430 0.194
C 0.076 -0.168 -0.206
C -0.072 0.009 0.165
C 0.008 -0.083 -0.082
O -0.016 -0.063 -0.165
H -0.027 0.027 0.009
H 0.039 -0.002 -0.037
H -0.051 -0.063 -0.053
H 0.015 -0.079 0.059
H -0.047 -0.055 -0.043
H -0.052 0.025 -0.075
H 0.005 0.131 -0.013
H -0.019 0.127 0.005
H -0.031 -0.019 0.051
H 0.051 0.107 0.018
H 0.043 -0.058 -0.112
H 0.009 0.027 -0.067
H 0.004 -0.091 0.069
H 0.045 0.040 0.063
H 0.024 -0.071 0.024
H 0.022 -0.042 -0.022
H 0.011 0.038 0.073
H 0.149 -0.071 0.050
H -0.074 -0.039 -0.064
H 0.058 0.039 0.157
H 0.047 -0.072 0.133
H 0.020 -0.048 0.147
H 0.006 -0.016 -0.178
H 0.055 0.009 -0.111
H 0.036 0.063 -0.074
H -0.003 0.073 -0.063

Summary:
energy above the lowest of the compared OMol25 structures with the same formula, charge and spin	270.18	kJ/mol
spin multiplicity	1
HOMO level	-8.50	eV
SMILES	COc1ccccc1CCc1nnc(CCC(=O)N(C)Cc2ccncc2C)o1
DFT total energy	-35338.99975	eV


- What is the formula in the third record?
  C22H26N4O3